No. 1
DFT (wB97M-V/def2-TZVPD) results for 2 unconnected molecules or ions with the total composition C5H15N2S.

The calculation puts the electronic energy at -19235.3281 eV. The calculation puts the frontier orbital gap at 8.476 eV. For the energy above the lowest of the compared OMol25 structures with the same formula, charge and spin, the calculation gives 239.78 kJ/mol. Its total charge is +1. As for the lowest unoccupied orbital energy: -3.519 eV. The value obtained for the largest force on an atom is 4.2 eV/A.

XYZ file:
```
23
Properties=species:S:1:pos:R:3:forces:R:3
H 0.4748 -1.4199 -2.0446 0.557 -0.081 -0.607
H -2.2775 2.1956 -1.2793 0.420 -0.469 1.308
H 1.8898 0.1064 2.2655 0.247 0.558 -1.243
C 2.4523 0.1699 1.2766 0.714 -1.251 1.923
C -0.5334 -1.0544 -2.0952 2.091 1.526 3.357
H -2.4785 -0.0715 1.6462 1.220 -0.134 -0.032
C -1.6951 0.4085 -0.3327 0.260 -2.860 -1.766
H 3.5752 -1.6913 1.8749 -0.009 -0.161 1.150
H -1.0461 -1.0592 1.3976 -0.984 2.205 -0.454
H 2.4267 -1.7702 0.5162 0.211 0.021 0.758
N -1.5099 -0.0876 1.2445 0.924 0.475 0.851
H -1.0858 -1.8214 -1.7354 -2.043 -2.487 1.100
H -0.8589 -0.7977 -3.0084 -0.847 0.966 -3.436
N -0.5865 0.0699 -1.1386 0.330 0.818 0.607
H -2.5409 -0.1947 -0.7508 0.539 0.178 0.913
C 3.1779 -1.1408 1.0613 -1.462 0.213 -2.387
S 2.5868 1.4823 0.3699 -0.413 0.064 0.009
C -2.0798 1.8079 -0.2265 -0.895 2.610 -1.380
H -1.2860 2.3830 0.1974 0.888 0.616 0.048
H -0.9090 0.7148 1.7131 -1.421 -2.273 -0.928
H 0.2616 0.6515 -1.1876 -1.066 -0.066 0.438
H 3.9189 -1.0881 0.2846 0.644 0.512 -0.182
H -2.9627 2.1412 0.3454 0.096 -0.981 -0.048
```
Forces are in eV/Å.



No. 2
DFT (wB97M-V/def2-TZVPD) results for 2 unconnected molecules or ions with the total composition C3H11N2O.

The calculation puts the electronic energy at -8310.1170 eV. The calculation puts the frontier orbital gap at 11.104 eV. For the energy above the lowest of the compared OMol25 structures with the same formula, charge and spin, the calculation gives 161.63 kJ/mol. Its total charge is +1. As for the lowest unoccupied orbital energy: -3.172 eV. The value obtained for the largest force on an atom is 6.2 eV/A.

XYZ file:
```
17
Properties=species:S:1:pos:R:3:forces:R:3
N -1.4421 -0.3389 2.2773 1.300 2.935 -5.263
H 1.2967 1.9644 -2.1485 -1.074 -1.731 -0.183
C 1.0353 -1.0005 1.5875 1.765 -0.725 -0.255
H 1.3100 -1.4480 2.5476 -0.918 -0.239 -0.079
O -0.3496 0.4374 0.3540 -0.759 -1.167 2.220
C 0.7264 1.1739 -2.7481 -1.502 3.831 -0.345
N 0.1158 0.0290 -2.1163 0.791 -0.476 0.037
H 0.8753 -0.6018 -1.9515 0.371 -1.078 0.082
H -0.5862 -0.4495 -2.6976 0.181 0.447 0.455
H -0.1525 0.2722 -1.1436 -0.920 -0.083 0.686
H 2.0112 -0.4406 1.3853 -1.901 0.461 0.106
C -0.2960 -0.2977 1.3868 -1.405 1.530 0.397
H -1.5889 -1.0093 2.9946 -0.071 -0.392 0.439
H -2.2550 0.2951 1.8061 2.442 -2.422 2.003
H 1.1496 -1.7548 0.7704 -0.546 0.084 0.804
H 1.2840 0.9020 -3.5517 2.326 -1.310 -1.925
H -0.0569 1.6868 -3.3279 -0.078 0.336 0.821
```
Forces are in eV/Å.



No. 3
DFT (wB97M-V/def2-TZVPD) results for a molecular structure, C26H17BrCl2FeN2OS.

The calculation puts the electronic energy at -172571.0533 eV. The calculation puts the frontier orbital gap (spin up / spin down) at 7.653 / 6.741 eV. For the energy above the lowest of the compared OMol25 structures with the same formula, charge and spin, the calculation gives 0.00 kJ/mol. Its total charge is +1. As for the spin multiplicity: 6. As for the lowest unoccupied orbital energy (spin up / spin down): -3.185 / -4.210 eV. As for the expectation value of S²: 8.764. The value obtained for the largest force on an atom is 0.2 eV/A.

XYZ file:
```
51
Properties=species:S:1:pos:R:3:forces:R:3
C -1.9427 1.7996 3.4300 -0.007 0.030 0.002
C -2.1232 3.1735 3.3958 0.002 0.005 -0.011
C -1.9999 -0.0859 -4.4945 0.013 0.034 -0.038
C 3.9852 0.0669 -0.8170 0.008 -0.009 -0.003
H -2.2202 0.0321 -6.6104 -0.001 -0.003 0.003
C -1.1151 1.7020 -5.8307 0.004 0.011 -0.005
H 1.4621 1.2046 1.7951 0.005 0.005 -0.010
Cl -2.8715 -1.5744 -4.4239 -0.012 -0.015 -0.008
H -2.1857 1.2662 4.3385 0.000 -0.003 0.002
C -1.3359 3.2193 1.1246 0.028 0.042 -0.092
C -1.8130 0.5110 -5.7312 -0.012 -0.022 0.030
O 5.7688 0.3917 0.6432 0.016 -0.008 -0.008
C -1.1323 1.8452 1.1396 -0.063 -0.074 0.138
H 6.0036 0.6755 1.5354 -0.004 0.002 0.001
C -1.2457 -0.3355 2.3048 -0.015 -0.042 -0.006
C -1.8231 3.8844 2.2437 -0.008 -0.036 0.028
C -0.4645 -4.4419 2.0534 -0.006 -0.004 0.009
H -1.9734 4.9557 2.2144 0.002 0.002 -0.008
H -0.0488 3.2267 -4.7455 -0.002 0.001 0.000
C 0.2181 -2.7043 -0.0280 0.006 -0.020 0.004
C -1.4533 1.1323 2.3093 0.008 -0.017 -0.014
H 3.8549 1.1686 2.3935 0.000 0.003 -0.001
H -2.1199 -0.7494 4.2389 0.002 -0.008 0.007
C 2.6317 0.1212 -1.0450 -0.089 0.059 0.007
C -0.7536 -3.0642 2.1736 0.018 0.036 -0.024
Br 1.9615 -0.3814 -2.7260 0.023 -0.038 -0.031
C 3.5366 0.8642 1.4057 0.004 0.014 0.012
Cl -0.1232 2.4813 -2.0634 -0.028 0.014 -0.091
H -0.9720 2.1668 -6.7959 0.003 0.004 0.002
H 0.3664 -5.9767 0.8378 0.001 0.000 0.002
N 1.7353 0.5208 -0.1347 0.112 0.020 0.084
H -1.1251 3.7973 0.2326 0.005 -0.014 -0.007
H 4.6721 -0.2597 -1.5828 0.000 -0.002 0.000
C 0.4873 -4.0420 -0.1161 0.005 0.011 -0.006
N -0.6692 -0.8456 1.2215 -0.016 0.139 0.021
C -1.6288 -1.1714 3.3768 0.001 0.028 0.017
Fe -0.3707 0.6141 -0.2777 -0.020 -0.116 -0.041
H 0.9619 -4.4321 -1.0069 -0.003 -0.002 0.001
C -0.5996 2.2984 -4.6920 0.014 0.023 -0.024
C -0.4075 -2.1876 1.1255 0.013 -0.047 -0.020
C -0.8025 1.6831 -3.4737 -0.053 -0.091 0.023
C -1.3863 -2.5089 3.3079 -0.004 -0.023 -0.007
C -1.5003 0.4832 -3.3155 0.078 0.122 0.030
H 0.4570 -2.0447 -0.8514 0.003 0.007 0.002
H -0.7382 -5.1045 2.8647 0.001 -0.002 -0.001
C 4.4538 0.4481 0.4384 -0.013 -0.002 0.002
H -2.5044 3.6878 4.2676 0.000 -0.006 0.003
C 2.2064 0.8842 1.0753 0.001 -0.038 -0.019
C 0.1470 -4.9222 0.9314 -0.007 -0.008 0.006
S -1.7813 -0.3102 -1.7769 -0.015 0.031 0.030
H -1.6787 -3.1632 4.1202 0.000 0.008 0.007
```
Forces are in eV/Å.



No. 4
DFT (wB97M-V/def2-TZVPD) results for a gas-phase ion, C12H12N3O4 (charge -1).

The calculation puts the electronic energy at -25294.6265 eV. The calculation puts the frontier orbital gap at 6.552 eV. For the energy above the lowest of the compared OMol25 structures with the same formula, charge and spin, the calculation gives 0.00 kJ/mol. Its total charge is -1. As for the lowest unoccupied orbital energy: 2.822 eV. The value obtained for the largest force on an atom is 2.5 eV/A.

XYZ file:
```
31
Properties=species:S:1:pos:R:3:forces:R:3
N 1.0739 0.7111 -1.6571 0.849 0.214 -0.424
H -2.0393 -0.5167 -2.2182 0.218 0.029 0.269
H -0.4558 -0.8680 -2.8955 -0.108 0.041 0.243
H -0.8828 -1.4732 -1.2832 0.184 0.010 -0.187
O -1.9506 3.2144 0.3631 -0.218 0.156 0.051
C 0.0242 2.1208 0.5798 -0.519 1.137 1.109
C 1.9011 -1.5669 1.7730 -0.027 0.371 -0.247
H 2.9561 -1.5776 2.0424 -0.240 -0.113 -0.060
C -0.8075 -1.4997 1.1327 0.184 -0.077 -0.049
H -1.2279 2.7026 -1.5314 0.121 -0.004 -0.135
O -0.2656 4.2759 1.2991 -0.048 -0.283 -0.193
H -1.8766 -1.4601 0.8973 0.426 -0.004 0.085
H 1.0118 2.1507 1.0412 -0.525 0.250 -0.313
H -2.0229 1.5338 -2.5797 0.128 0.060 0.181
C -1.0547 1.8347 -2.1645 -0.220 0.558 -0.357
H -1.6561 0.8589 0.3686 -0.198 0.119 -0.289
C -0.9774 -0.6269 -1.9612 -0.272 -0.465 -0.296
C -0.5955 0.8359 0.1159 0.605 -0.055 1.715
C 1.1143 -2.7086 1.9396 -0.137 0.102 0.026
H -0.8772 -3.5431 1.8215 0.213 0.230 -0.039
H -0.4123 2.1106 -3.0094 -0.135 -0.067 0.214
N -0.7430 3.2385 0.7579 0.860 -1.289 0.107
C -0.4555 0.6798 -1.3776 0.396 -0.463 -1.836
C -0.2544 -2.6643 1.6478 -0.123 0.026 0.024
C 1.3474 -0.4075 1.2225 0.186 -0.798 0.369
O 1.6122 1.8266 -1.7180 -0.500 -2.387 0.022
O 1.6529 -0.3876 -1.7915 -0.505 1.964 0.310
C 1.6970 -3.9328 2.4200 0.966 -1.950 0.935
H 1.9946 0.4579 1.0877 -0.280 -0.263 -0.093
N 2.1672 -4.9280 2.8215 -0.987 2.070 -0.872
C 0.0021 -0.3912 0.8557 -0.296 0.882 -0.271
```
Forces are in eV/Å.



No. 5
DFT (wB97M-V/def2-TZVPD) results for a molecular structure, C22H22N4O7S.

The calculation puts the electronic energy at -54276.0853 eV. The calculation puts the frontier orbital gap at 7.392 eV. For the energy above the lowest of the compared OMol25 structures with the same formula, charge and spin, the calculation gives 2276.40 kJ/mol. As for the lowest unoccupied orbital energy: -1.329 eV. The value obtained for the largest force on an atom is 18.2 eV/A.

XYZ file:
```
56
Properties=species:S:1:pos:R:3:forces:R:3
C 3.2001 -2.8282 -0.8657 -3.616 11.482 -6.075
C -2.2025 0.1585 0.5415 1.317 1.873 -1.632
H -1.0726 -2.6748 -1.9281 -3.905 0.936 -8.932
N 1.6304 0.0067 0.0256 -3.933 6.052 7.904
H -6.8428 -0.6318 -0.7624 -0.832 2.793 -1.608
H 0.5369 4.5503 1.2665 -1.308 0.590 1.790
C -6.7399 -1.4590 -0.1886 2.332 -1.049 3.404
H -5.4086 0.4934 0.6662 0.728 -1.644 -1.694
C 3.5752 -3.7555 1.5167 -0.091 4.452 1.153
H -1.0898 -3.5974 -0.5038 -0.412 1.715 -0.117
H -0.3659 -0.3028 2.1192 0.837 3.030 -0.192
O -2.0190 2.9273 -0.7241 1.466 -1.964 1.017
H 2.8800 5.5183 0.9169 -0.652 1.109 1.711
H 2.8664 -0.0766 -1.3018 1.521 -0.587 -1.371
H 3.6642 -1.6166 2.0824 -0.743 0.178 -0.135
C -3.4174 0.7334 0.6817 1.220 1.362 -0.402
C 0.5751 3.2242 -0.0703 -1.729 -8.653 -10.557
H 3.6615 0.3346 0.2184 -0.582 0.199 0.168
C 1.3543 2.8013 -1.4644 -5.017 -0.556 7.438
H 3.9126 -4.1106 2.5184 -0.433 0.603 -0.983
H -3.2320 1.8809 0.9330 -2.112 -2.608 -0.069
C -0.7400 -2.6839 -1.0756 8.109 -2.277 10.171
O -1.2395 3.5007 1.4457 -0.379 -2.641 0.389
C 1.1166 4.1730 0.4960 0.384 5.931 6.509
H 0.8114 -0.5001 0.0968 -1.411 -2.900 -1.974
N 3.1390 -3.9755 -0.5890 -1.444 -3.240 -10.170
N -1.0186 1.0302 0.7038 -0.538 -1.601 -0.690
O -0.8228 -1.3294 -0.3123 3.948 -5.968 -3.441
O -0.2574 1.3822 -1.9434 0.863 -0.584 0.009
C -4.3789 -1.2012 -0.1803 1.460 -3.283 -1.591
H 4.2308 4.3944 -0.8114 0.068 0.358 0.178
C 2.5859 3.1368 -1.2966 5.754 -0.070 -5.343
C 2.3306 4.7290 0.4995 6.723 -1.397 -7.349
H 3.7782 -5.6842 0.5502 -1.413 2.577 -0.696
H -3.1170 -2.7765 -0.7996 -0.599 1.310 0.042
C -0.0513 0.8333 1.7282 -0.714 -5.283 1.235
C 3.4271 -4.5108 0.4302 3.636 -8.275 10.651
O 2.3026 1.5712 1.9119 -5.212 -5.885 -3.482
H 3.1293 2.6006 -2.1651 0.268 0.837 1.544
H 2.9547 -2.3597 -2.1528 0.887 -1.643 3.410
H 0.4571 -3.1421 -1.1837 -3.066 2.342 0.350
C -2.0403 -1.0005 -0.2595 -5.084 1.738 3.329
C -4.4985 -0.0631 0.2136 -2.355 16.155 8.060
C 3.1872 4.2021 -0.6336 -2.855 0.226 4.030
O 1.6662 0.8243 -2.7837 -0.790 2.210 2.070
C 2.9109 -0.3031 -0.2614 2.390 0.309 -1.590
S -1.0535 2.5459 0.3239 -2.626 8.600 -1.404
H -0.1858 1.6150 2.4176 0.400 0.520 1.598
C 3.3443 -2.1964 1.2059 2.814 -4.897 8.765
N 0.9467 1.5725 -2.0423 -1.084 -1.855 -3.686
C 3.0784 -1.6747 0.0837 1.645 -3.980 -5.664
H -7.3111 -2.2588 -0.6041 -0.506 -0.544 0.365
H -6.9432 -1.1339 0.9886 0.626 -1.354 -3.105
C 1.3572 0.6907 1.2914 7.018 6.057 0.025
C -3.2310 -1.7060 -0.4846 8.971 -4.160 -1.930
O -5.3314 -1.8777 -0.4855 -9.940 -6.647 -1.435
```
Forces are in eV/Å.



No. 6
DFT (wB97M-V/def2-TZVPD) results for a single C3H3N3O2 molecule.

The calculation puts the electronic energy at -11722.0163 eV. The calculation puts the frontier orbital gap at 10.916 eV. For the energy above the lowest of the compared OMol25 structures with the same formula, charge and spin, the calculation gives 380.23 kJ/mol. As for the lowest unoccupied orbital energy: 0.230 eV. The value obtained for the largest force on an atom is 8.6 eV/A.

XYZ file:
```
11
Properties=species:S:1:pos:R:3:forces:R:3
N -1.9143 -1.1339 -0.0419 -1.073 3.164 0.756
H 2.8742 0.5590 0.0945 -3.540 1.644 -0.831
C -0.6879 0.8248 0.0224 2.515 -1.767 -1.569
H -0.0920 1.6791 -0.0833 -0.049 1.260 0.374
C 1.3961 -0.4910 -0.1349 3.388 -0.515 2.479
N 0.0237 -0.3888 -0.2935 1.378 -0.080 0.596
H -2.9995 0.6296 0.4607 3.155 0.497 -1.163
O 2.2003 -1.4192 0.2064 -3.965 3.348 -2.107
N -0.7500 -1.4732 -0.1988 1.439 -1.276 -0.895
C -1.8849 0.3779 0.1043 -7.864 -2.969 1.807
O 1.8343 0.8358 -0.1359 4.616 -3.307 0.552
```
Forces are in eV/Å.



> Which value of largest force on an atom does entry 5 give?

18.2 eV/A



> largest force on an atom of number 4 (C12H12N3O4)?

2.5 eV/A



> The highest largest force on an atom belongs to which entry?

C22H22N4O7S